Computed, not measured: a 2-piece molecular cluster, C6H17N3 overall in a non-equilibrium geometry, with ωB97M-V with the def2-TZVPD basis set.

XYZ file:
```
26
Properties=species:S:1:pos:R:3:forces:R:3
C -2.845437 -1.014223 -0.528344 -0.03 0.20 -0.14
C 0.074023 0.150497 0.711996 -1.16 -0.43 0.01
C -2.659177 -0.206943 -1.814404 -0.10 -0.29 0.16
N -2.910317 -2.454803 -0.717674 -0.09 -0.24 -0.15
H -3.773807 -0.707533 -0.040974 0.05 0.07 0.09
H -2.036527 -2.783383 -1.114304 -0.06 -0.06 0.00
H -3.647637 -2.686203 -1.379004 0.15 -0.04 0.06
H -3.473947 -0.387463 -2.521524 0.02 0.02 0.02
H -2.008787 -0.806203 0.143146 -0.19 -0.01 0.04
H 0.201413 0.291307 -0.356234 0.18 -0.05 -0.12
H -0.524917 0.964467 1.140386 0.37 -0.21 -0.03
H -1.722557 -0.481483 -2.297504 0.11 -0.03 -0.09
H -2.622207 0.852147 -1.589964 -0.01 0.33 -0.01
C 2.212253 -1.041883 0.993306 0.37 -0.37 -0.17
C 2.406393 1.745517 -0.282734 0.03 -0.28 -0.12
N 1.399833 0.112757 1.375526 -0.16 0.34 0.16
C 1.908143 1.431507 1.100156 0.54 1.37 0.84
N 1.870363 2.221877 2.106536 -0.10 -0.69 -0.34
H 1.228833 0.101427 2.386246 0.10 0.00 -0.23
H 2.069473 3.192357 1.891566 0.16 -0.07 -0.25
H 3.212653 -0.959133 1.420046 -0.02 0.06 0.01
H 1.722743 -1.948693 1.350736 -0.09 0.21 -0.04
H 2.281493 -1.096763 -0.092634 -0.07 0.06 0.11
H 3.483613 1.916417 -0.232704 -0.01 0.02 0.00
H 2.216783 0.937477 -0.994774 0.00 0.21 0.12
H 1.937313 2.656967 -0.656864 0.00 -0.12 0.05
```
Positions in Å, forces in eV/Å.

Computed properties:
Energy above the lowest of the compared OMol25 structures with the same formula, charge and spin   343.7 kJ/mol
E_LUMO   0.689 eV
Energy   -402.94326 Ha
E_HOMO   -0.2448 hartree